Here is 7 unconnected molecules or ions with the total composition C18H35Cl6F3N4O6 from OMol25. Energies are from wB97M-V/def2-TZVPD.

## Properties
* SMILES: CCOC(=O)C(F)(F)F.ClC(Cl)Cl.ClC(Cl)Cl.CN(C)C=O.CN(C)C=O.CN(C)C=O.CN(C)C=O
* strongest force on any atom: 4.81 eV Å⁻¹
* E_tot: -120764.139 eV

ORCA input file:
```
! wB97M-V def2-TZVPD RIJCOSX def2/J DEFGRID3
* xyz 0 1
C 5.166 13.394 7.684
O 4.599 12.915 8.698
N 6.265 13.028 7.069
C 6.768 13.596 5.856
C 7.142 11.986 7.643
H 4.704 14.215 7.113
H 7.043 14.622 6.101
H 5.994 13.671 5.092
H 7.602 13.135 5.327
H 7.950 12.368 8.266
H 6.567 11.276 8.237
H 7.637 11.374 6.889
C 6.157 11.049 10.945
O 7.212 10.516 10.593
N 5.387 10.504 11.902
C 4.102 11.181 12.144
C 5.541 9.051 12.281
H 5.746 12.010 10.600
H 4.224 12.264 12.171
H 3.638 10.914 13.093
H 3.373 10.868 11.397
H 5.108 8.715 13.223
H 5.060 8.422 11.532
H 6.568 8.713 12.144
C 3.249 10.147 16.316
O 2.925 11.334 16.150
N 4.482 9.660 16.221
C 4.776 8.237 16.337
C 5.639 10.478 15.830
H 2.527 9.380 16.638
H 4.495 7.635 15.473
H 4.450 7.724 17.242
H 5.861 8.129 16.317
H 5.346 11.515 15.668
H 6.394 10.542 16.614
H 6.244 10.178 14.974
C 3.679 15.628 13.981
O 4.560 14.766 13.741
N 2.450 15.453 14.424
C 1.442 16.541 14.306
C 1.860 14.191 14.600
H 3.876 16.674 13.697
H 1.804 17.515 13.977
H 1.015 16.539 15.309
H 0.652 16.124 13.681
H 2.597 13.546 15.078
H 1.104 14.376 15.362
H 1.586 13.717 13.657
C 7.643 13.541 12.629
C 7.436 14.606 11.464
O 8.654 14.985 10.752
C 8.716 16.000 9.866
O 7.831 16.872 9.690
C 10.039 15.866 9.132
F 10.744 16.991 9.206
F 10.798 14.874 9.559
F 9.654 15.670 7.862
H 6.714 13.380 13.176
H 8.430 13.728 13.360
H 7.963 12.583 12.219
H 6.793 15.408 11.824
H 6.807 14.120 10.718
C 1.655 6.915 11.475
Cl 2.226 8.557 11.290
Cl 0.466 6.935 12.794
Cl 2.918 5.753 11.850
H 1.131 6.606 10.571
C 9.608 5.811 11.522
Cl 10.315 6.167 10.014
Cl 8.530 7.108 12.051
Cl 10.954 5.462 12.665
H 9.163 4.830 11.357
*
```

Here is a molecular structure, C6H12ClMgO4 from OMol25. Energies are from wB97M-V/def2-TZVPD.

## Properties
* strongest force on any atom: 1.11 eV Å⁻¹
* ΔE to the lowest compared entry with this formula, charge and spin: 0.0 kcal/mol

ORCA input file:
```
! wB97M-V def2-TZVPD RIJCOSX def2/J DEFGRID3
* xyz 1 1
Mg 0.064 0.373 -0.192
Cl 0.425 2.499 -0.888
C -3.235 -2.024 0.705
O -3.896 -0.861 0.212
C -3.171 0.185 -0.059
O -1.935 0.229 0.039
O -3.898 1.164 -0.458
C -3.245 2.455 -0.641
H -2.781 -2.578 -0.119
H -4.007 -2.650 1.138
H -2.498 -1.780 1.465
H -2.808 2.785 0.297
H -4.032 3.129 -0.952
H -2.483 2.394 -1.411
C 3.820 -1.813 0.065
C 3.165 -0.492 -0.002
O 1.942 -0.405 -0.172
C 3.985 0.737 0.125
H 4.878 -1.753 -0.173
H 3.332 -2.555 -0.561
H 3.742 -2.149 1.108
H 4.247 0.915 1.171
H 3.455 1.588 -0.297
H 4.933 0.608 -0.400
*
```

Here is a molecular structure, C27H25BrClN6O5S3Sm from OMol25. Energies are from wB97M-V/def2-TZVPD.

## Properties
* ⟨S²⟩: 8.757
* strongest force on any atom: 5.75 eV Å⁻¹
* ΔE to the lowest compared entry with this formula, charge and spin: 21.1 kcal/mol

ORCA input file:
```
! wB97M-V def2-TZVPD RIJCOSX def2/J DEFGRID3
* xyz 2 6
Sm 0.170 -0.105 -0.333
O 1.165 -0.453 1.764
Cl -0.117 0.061 2.151
O -0.241 0.210 3.516
O -1.075 -0.848 1.589
O -0.297 1.297 1.437
N -3.962 1.595 -0.454
C -4.437 0.342 -0.164
C -5.659 -0.093 0.330
C -5.767 -1.439 0.605
C -4.702 -2.319 0.378
C -3.495 -1.891 -0.130
C -3.350 -0.531 -0.392
N -2.249 0.205 -0.794
C -2.653 1.474 -0.785
C -1.770 2.600 -1.000
C -2.113 3.929 -1.008
S -0.725 4.908 -1.156
C 0.233 3.490 -1.206
N -0.420 2.369 -1.125
H -4.482 2.450 -0.357
H -6.469 0.590 0.522
H -6.687 -1.820 1.019
H -4.831 -3.362 0.623
H -2.672 -2.573 -0.273
H -3.084 4.376 -0.932
H 1.303 3.549 -1.289
C 8.338 -1.096 1.047
C 7.067 -0.357 0.795
C 6.994 1.025 0.950
C 5.839 1.711 0.622
C 4.748 1.008 0.130
C 4.775 -0.372 0.028
C 5.934 -1.046 0.363
S 3.301 1.953 -0.372
C 3.748 2.010 -2.159
O 2.126 0.998 -0.379
H 9.035 -0.520 1.647
H 8.814 -1.306 0.090
H 8.155 -2.048 1.537
H 7.846 1.566 1.332
H 5.789 2.785 0.734
H 3.893 -0.905 -0.309
H 5.972 -2.121 0.281
H 3.891 0.991 -2.505
H 4.663 2.581 -2.274
H 2.945 2.485 -2.716
Br -0.092 -7.287 0.177
C 0.052 -5.415 0.004
C 0.857 -4.674 0.863
C 0.949 -3.306 0.675
N 0.288 -2.642 -0.286
C -0.486 -3.372 -1.108
C -0.630 -4.743 -1.009
H 1.400 -5.163 1.656
H 1.585 -2.707 1.321
H -0.985 -2.825 -1.908
H -1.258 -5.289 -1.697
S 1.942 -1.260 -2.553
C 0.812 -0.651 -3.599
N 0.912 -0.893 -4.951
C 0.045 -0.376 -5.832
C -0.964 0.435 -5.385
C -1.050 0.642 -3.995
N -0.216 0.109 -3.134
H 1.682 -1.482 -5.256
H 0.176 -0.622 -6.875
H -1.663 0.877 -6.072
H -1.836 1.266 -3.592
*
```

Here is 2 unconnected molecules or ions with the total composition C4H5N from OMol25. Energies are from wB97M-V/def2-TZVPD.

## Properties
* strongest force on any atom: 3.87 eV Å⁻¹
* ΔE to the lowest compared entry with this formula, charge and spin: 135.4 kcal/mol

ORCA input file:
```
! wB97M-V def2-TZVPD RIJCOSX def2/J DEFGRID3
* xyz 0 1
C 1.873 -0.267 1.230
C 0.601 -0.355 1.589
C 0.818 -0.083 0.198
C -1.492 0.331 -1.328
N 0.576 0.103 -1.009
H 2.828 -0.649 1.481
H -0.087 -0.228 2.299
H -2.063 -0.581 -1.144
H -1.318 0.357 -2.407
H -1.738 1.372 -0.908
*
```

Here is a molecular structure, C9H21CrINOP2Se from OMol25. Energies are from wB97M-V/def2-TZVPD.

## Properties
* ⟨S²⟩: 3.834
* strongest force on any atom: 7.27 eV Å⁻¹
* ΔE to the lowest compared entry with this formula, charge and spin: 11.8 kcal/mol

ORCA input file:
```
! wB97M-V def2-TZVPD RIJCOSX def2/J DEFGRID3
* xyz 2 4
C 2.276 -0.209 -2.281
I 2.494 1.399 -0.635
H 1.244 -0.502 -2.473
H 2.926 -1.057 -2.062
H 2.674 0.305 -3.156
Cr 0.409 0.316 0.104
P 0.865 -2.067 0.340
C 2.331 -2.547 1.293
C -0.426 -3.062 1.140
H -0.055 -4.075 1.317
H 1.339 -3.949 -1.077
H -1.297 -3.092 0.480
H 0.027 -2.917 -1.731
H 2.232 -2.179 2.319
H -0.744 -2.607 2.080
C 1.012 -2.920 -1.253
H 2.403 -3.640 1.304
H 1.712 -2.437 -1.932
H 3.236 -2.125 0.851
P -1.113 2.210 -0.318
C -0.420 3.778 0.318
C -1.424 2.515 -2.086
H -3.367 1.388 -0.129
H -3.325 3.149 0.213
H -2.787 1.952 1.442
C -2.814 2.194 0.371
H -2.035 1.690 -2.479
H -1.952 3.471 -2.237
H -1.095 4.613 0.071
H 0.570 3.951 -0.125
H -0.468 2.536 -2.624
H -0.314 3.698 1.410
C 0.932 0.632 1.910
O 0.936 0.614 3.079
Se -2.716 -0.399 3.562
C -1.932 -0.339 2.018
N -1.335 -0.289 0.975
*
```

Here is 2 unconnected molecules or ions with the total composition C2H11N2O from OMol25. Energies are from wB97M-V/def2-TZVPD.

## Properties
* ⟨S²⟩: 0.755
* strongest force on any atom: 3.46 eV Å⁻¹
* ΔE to the lowest compared entry with this formula, charge and spin: 36.9 kcal/mol

ORCA input file:
```
! wB97M-V def2-TZVPD RIJCOSX def2/J DEFGRID3
* xyz 2 2
C -1.456 1.221 -1.698
N -1.128 -0.082 -0.903
H -1.755 0.861 -2.681
H -2.282 1.719 -1.200
H -0.527 1.793 -1.724
H -1.894 -0.390 -0.310
H -0.141 0.001 -0.449
H -1.026 -0.938 -1.461
N 0.825 -1.461 1.098
C 1.331 -0.229 1.604
O 1.274 0.889 0.664
H 1.078 -1.949 0.225
H 0.375 -2.120 1.739
H 0.740 0.120 2.469
H 2.374 -0.564 1.844
H 2.213 1.129 0.782
*
```

- The highest strongest force on any atom belongs to which entry?
  C9H21CrINOP2Se

- Look up the strongest force on any atom of the fourth one.
  3.87 eV Å⁻¹

- Number 4 is which compound?
  C4H5N